(1)
Below is an isolated molecule of C3H4N2O4, with properties calculated with ωB97M-V/def2-TZVPD.

Calculated values
Orbital gap: 10.47 eV
HOMO level: -0.3958 Ha
Total charge: 0
LUMO energy: -0.301 eV
Structure (SMILES): O=c1nc(CO)on1O

Last columns: bonded neighbours and bond lengths (Å).
Atoms and positions in Å:
1 C -0.94 1.21 1.11  C2 1.504, H5 1.102, H6 1.141, O10 1.387
2 C -0.29 0.44 0.00  C1 1.504, N8 1.311, O13 1.301
3 C 0.13 -1.20 -1.38  N8 1.425, N9 1.451, O11 1.220
4 H -1.92 -0.27 1.43  O10 0.952
5 H -0.08 1.75 1.53  C1 1.102
6 H -1.66 1.95 0.62  C1 1.141
7 H 2.43 -1.08 -0.03  O12 0.979
8 N -0.76 -0.73 -0.37  C2 1.311, C3 1.425
9 N 1.25 -0.28 -1.44  C3 1.451, O12 1.405, O13 1.413
10 O -1.62 0.41 2.02  C1 1.387, H4 0.952
11 O 0.12 -2.24 -2.01  C3 1.220
12 O 2.49 -0.69 -0.93  H7 0.979, N9 1.405
13 O 0.85 0.75 -0.55  C2 1.301, N9 1.413

Okay, here come the natural (NBO) numbers, in e, for every atom: atom 1 (C): -0.1295, atom 2 (C): 0.5730, atom 3 (C): 0.6988, atom 4 (H): 0.4881, atom 5 (H): 0.2068, atom 6 (H): 0.2021, atom 7 (H): 0.4663, atom 8 (N): -0.5924, atom 9 (N): 0.0885, atom 10 (O): -0.6684, atom 11 (O): -0.5012, atom 12 (O): -0.5117, atom 13 (O): -0.3203


(2)
Below is an isolated molecule of C3H4N2O4, with properties calculated with ωB97M-V/def2-TZVPD.

Calculated values
Orbital gap (spin up / spin down): 8.59 / 8.59 eV
HOMO level (spin up / spin down): -0.3476 / -0.3476 Ha
Total charge: 0
LUMO energy (spin up / spin down): -0.867 / -0.868 eV

Last columns: bonded neighbours and bond lengths (Å).
Atoms and positions in Å:
1 C -0.23 -1.66 -1.72  C2 1.466, H10 1.051, H11 1.073
2 C 0.24 -0.66 -0.75  C1 1.466, C3 1.572, H12 1.097
3 C -0.19 0.17 0.52  C2 1.572, N4 1.311, N5 1.414
4 N 0.29 1.39 0.59  C3 1.311, O6 1.231, O7 1.372
5 N -0.92 -0.36 1.60  C3 1.414, O8 1.193, O9 1.212
6 O 0.09 2.22 1.48  N4 1.231
7 O 1.17 1.81 -0.37  N4 1.372, H13 0.999
8 O -1.41 -1.44 1.47  N5 1.193
9 O -1.11 0.41 2.52  N5 1.212
10 H -1.13 -2.20 -1.58  C1 1.051
11 H 0.28 -2.06 -2.57  C1 1.073
12 H 1.24 -0.27 -0.97  C2 1.097
13 H 1.68 2.66 -0.24  O7 0.999

Okay, here come the natural (NBO) numbers, in e, for every atom: atom 1 (C): -0.3238, atom 2 (C): -0.2431, atom 3 (C): 0.1285, atom 4 (N): 0.4172, atom 5 (N): 0.5059, atom 6 (O): -0.3713, atom 7 (O): -0.5514, atom 8 (O): -0.3641, atom 9 (O): -0.3511, atom 10 (H): 0.1952, atom 11 (H): 0.2108, atom 12 (H): 0.2176, atom 13 (H): 0.5296


(1) is favored, and the nearest alternative lies 0.1925 hartree above it.


(1)
Below is a cluster of 2 separate species, C5H13NO2 in total, with properties calculated with ωB97M-V/def2-TZVPD.

Calculated values
Orbital gap: 10.07 eV
HOMO level: -0.3470 Ha
Total charge: 0
LUMO energy: 0.630 eV
Structure (SMILES): CCC(=O)N(C)C.O

Last columns: bonded neighbours and bond lengths (Å).
Atoms and positions in Å:
1 C 0.19 1.60 -0.64  C2 1.560, C3 1.523, H8 1.089, H9 1.089
2 C -0.95 2.67 -0.66  C1 1.560, H10 1.088, H11 1.086, H12 1.098
3 C -0.52 0.26 -0.46  C1 1.523, N4 1.363, O7 1.218
4 N -0.26 -0.43 0.69  C3 1.363, C5 1.461, C6 1.467
5 C -1.00 -1.64 1.01  N4 1.461, H13 1.086, H14 1.099, H15 1.083
6 C 0.98 -0.20 1.44  N4 1.467, H16 1.090, H17 1.079, H18 1.102
7 O -1.29 -0.20 -1.29  C3 1.218
8 H 0.81 1.65 -1.53  C1 1.089
9 H 0.76 1.93 0.23  C1 1.089
10 H -1.92 2.22 -0.49  C2 1.088
11 H -0.92 3.38 -1.49  C2 1.086
12 H -0.94 3.31 0.23  C2 1.098
13 H -0.63 -2.01 1.96  C5 1.086
14 H -0.79 -2.44 0.28  C5 1.099
15 H -2.06 -1.45 1.06  C5 1.083
16 H 1.22 -1.14 1.94  C6 1.090
17 H 1.00 0.64 2.13  C6 1.079
18 H 1.83 -0.03 0.76  C6 1.102
19 H 1.00 -2.45 -2.23  O21 0.946
20 H 1.82 -2.64 -1.03  O21 0.962
21 O 1.67 -3.03 -1.90  H19 0.946, H20 0.962

Okay, here come the natural (NBO) numbers, in e, for every atom: atom 1 (C): -0.5121, atom 2 (C): -0.6032, atom 3 (C): 0.6854, atom 4 (N): -0.4469, atom 5 (C): -0.4042, atom 6 (C): -0.4114, atom 7 (O): -0.6304, atom 8 (H): 0.2371, atom 9 (H): 0.2154, atom 10 (H): 0.2240, atom 11 (H): 0.2193, atom 12 (H): 0.2003, atom 13 (H): 0.1978, atom 14 (H): 0.2025, atom 15 (H): 0.2185, atom 16 (H): 0.2069, atom 17 (H): 0.2014, atom 18 (H): 0.1975, atom 19 (H): 0.4705, atom 20 (H): 0.4585, atom 21 (O): -0.9269


(2)
Below is a cluster of 3 separate species, C5H13NO2 in total, with properties calculated with ωB97M-V/def2-TZVPD.

Calculated values
Orbital gap: 8.71 eV
HOMO level: -0.3002 Ha
Total charge: 0
LUMO energy: 0.539 eV
Structure (SMILES): C=C/C(N)=C/C.O.O

Last columns: bonded neighbours and bond lengths (Å).
Atoms and positions in Å:
1 C -1.32 1.55 1.25  C4 1.543, H7 1.189, H8 1.200, H9 1.096
2 N 0.61 -0.73 0.85  C3 1.379, H10 1.060, H11 0.995
3 C 0.80 0.49 0.22  N2 1.379, C4 1.399, C6 1.541
4 C -0.15 1.52 0.24  C1 1.543, C3 1.399, H12 1.162
5 C 2.78 -0.45 -1.16  C6 1.410, H13 1.167, H14 1.188
6 C 2.18 0.61 -0.45  C3 1.541, C5 1.410, H15 1.034
7 H -0.87 2.01 2.25  C1 1.189
8 H -1.67 0.46 1.59  C1 1.200
9 H -2.16 2.18 0.94  C1 1.096
10 H -0.41 -0.71 1.13  N2 1.060
11 H 1.17 -1.00 1.62  N2 0.995
12 H 0.29 2.46 -0.28  C4 1.162
13 H 2.35 -1.53 -1.27  C5 1.167
14 H 3.69 -0.32 -1.91  C5 1.188
15 H 2.50 1.59 -0.54  C6 1.034
16 H -1.13 -0.11 -1.32  O18 0.938
17 H -1.94 -0.46 -2.43  O18 0.933
18 O -1.42 -0.88 -1.77  H16 0.938, H17 0.933
19 H -1.23 -2.81 0.28  O21 0.974
20 H -2.09 -1.53 0.08  O21 1.016
21 O -2.00 -2.36 0.67  H19 0.974, H20 1.016

Okay, here come the natural (NBO) numbers, in e, for every atom: atom 1 (C): -0.6532, atom 2 (N): -0.8441, atom 3 (C): 0.1665, atom 4 (C): -0.3515, atom 5 (C): -0.3642, atom 6 (C): -0.2400, atom 7 (H): 0.2209, atom 8 (H): 0.2118, atom 9 (H): 0.2290, atom 10 (H): 0.3814, atom 11 (H): 0.3898, atom 12 (H): 0.2195, atom 13 (H): 0.2205, atom 14 (H): 0.2100, atom 15 (H): 0.2016, atom 16 (H): 0.4753, atom 17 (H): 0.4679, atom 18 (O): -0.9399, atom 19 (H): 0.4761, atom 20 (H): 0.4845, atom 21 (O): -0.9617


(3)
Below is a cluster of 2 separate species, C5H13NO2 in total, with properties calculated with ωB97M-V/def2-TZVPD.

Calculated values
Orbital gap: 10.08 eV
HOMO level: -0.3449 Ha
Total charge: 0
LUMO energy: 0.699 eV
Structure (SMILES): CC(C)C(N)=O.CO

Last columns: bonded neighbours and bond lengths (Å).
Atoms and positions in Å:
1 C 0.28 -1.13 0.08  C2 1.528, C3 1.532, C4 1.523, H7 1.094
2 C 1.64 -0.73 0.63  C1 1.528, H10 1.090, H12 1.088, H13 1.088
3 C 0.39 -2.35 -0.84  C1 1.532, H11 1.087, H14 1.089, H15 1.088
4 C -0.42 -0.01 -0.68  C1 1.523, N5 1.353, O6 1.227
5 N 0.35 0.70 -1.53  C4 1.353, H8 1.003, H9 1.007
6 O -1.65 0.07 -0.73  C4 1.227
7 H -0.39 -1.39 0.91  C1 1.094
8 H 1.33 0.54 -1.63  N5 1.003
9 H -0.10 1.35 -2.16  N5 1.007
10 H 2.00 -1.49 1.32  C2 1.090
11 H -0.59 -2.64 -1.22  C3 1.087
12 H 2.39 -0.63 -0.16  C2 1.088
13 H 1.58 0.22 1.16  C2 1.088
14 H 1.02 -2.13 -1.70  C3 1.089
15 H 0.83 -3.19 -0.31  C3 1.088
16 C -1.21 2.32 1.36  O17 1.387, H19 1.089, H20 1.099, H21 1.121
17 O -2.48 2.09 0.85  C16 1.387, H18 1.006
18 H -2.42 1.31 0.21  O17 1.006
19 H -1.27 3.04 2.17  C16 1.089
20 H -0.51 2.69 0.59  C16 1.099
21 H -0.76 1.35 1.69  C16 1.121

Okay, here come the natural (NBO) numbers, in e, for every atom: atom 1 (C): -0.3176, atom 2 (C): -0.6083, atom 3 (C): -0.5919, atom 4 (C): 0.7047, atom 5 (N): -0.8183, atom 6 (O): -0.6613, atom 7 (H): 0.2315, atom 8 (H): 0.3968, atom 9 (H): 0.4103, atom 10 (H): 0.2220, atom 11 (H): 0.2270, atom 12 (H): 0.1919, atom 13 (H): 0.2199, atom 14 (H): 0.2001, atom 15 (H): 0.2150, atom 16 (C): -0.2349, atom 17 (O): -0.7516, atom 18 (H): 0.4995, atom 19 (H): 0.1829, atom 20 (H): 0.1431, atom 21 (H): 0.1391


(3) is favored, and the nearest alternative lies 0.0233 hartree above it.